Here is a cluster of 2 separate species, C3H9NO2 in total from the OMol25 dataset. Energies are from wB97M-V/def2-TZVPD.

As for the charge: 0. The spin multiplicity is 1. For the energy above the lowest of the compared OMol25 structures with the same formula, charge and spin, the calculation gives 39.4 kcal/mol. As for the SMILES: CC=O.NCO. The value obtained for the max |F| is 0.7 eV/A. The LUMO energy comes out at 0.7 eV. For the total energy, the calculation gives -324.90984 Eh.

Geometry (Å):
O (3.579, 0.379, -1.856)
C (2.638, 0.614, -1.141)
C (1.236, 0.211, -1.446)
H (2.807, 1.207, -0.220)
H (0.824, 1.045, -2.023)
H (0.668, 0.094, -0.521)
H (1.166, -0.712, -2.013)
N (-2.320, -0.913, 0.393)
C (-1.798, -0.037, 1.403)
O (-0.435, -0.349, 1.725)
H (-1.690, -0.982, -0.397)
H (-2.409, -1.846, 0.776)
H (-1.892, 0.987, 1.034)
H (-2.395, -0.166, 2.305)
H (0.020, 0.466, 1.979)

Here is a cluster of 2 separate species, C3H9NO2 in total from the OMol25 dataset. Energies are from wB97M-V/def2-TZVPD.

As for the charge: 0. The spin multiplicity is 1. For the energy above the lowest of the compared OMol25 structures with the same formula, charge and spin, the calculation gives 63.3 kcal/mol. As for the SMILES: CNCC=O.O. The value obtained for the max |F| is 3.9 eV/A. The LUMO energy comes out at 0.4 eV. For the total energy, the calculation gives -324.87170 Eh.

Geometry (Å):
C (1.418, 1.858, 1.128)
N (0.492, 1.186, 0.234)
C (0.277, -0.250, 0.593)
C (-0.394, -0.882, -0.592)
O (0.068, -1.936, -1.115)
H (1.184, 1.876, 2.238)
H (1.130, 2.911, 0.961)
H (2.456, 1.618, 0.883)
H (1.042, 1.232, -0.614)
H (1.218, -0.803, 0.629)
H (-0.116, -0.231, 1.626)
H (-1.168, -0.288, -1.127)
H (-2.897, -2.169, -2.265)
H (-1.860, -2.048, -1.254)
O (-2.849, -2.076, -1.324)

Here is a cluster of 2 separate species, C3H9NO2 in total from the OMol25 dataset. Energies are from wB97M-V/def2-TZVPD.

As for the charge: 0. The spin multiplicity is 1. For the energy above the lowest of the compared OMol25 structures with the same formula, charge and spin, the calculation gives 21.8 kcal/mol. As for the SMILES: CC(=O)O.CN. The value obtained for the max |F| is 1.7 eV/A. The LUMO energy comes out at 0.8 eV. For the total energy, the calculation gives -324.93780 Eh.

Geometry (Å):
C (3.047, -0.600, -0.005)
N (2.138, -0.799, -1.107)
H (-0.128, 1.252, -0.939)
H (2.441, -1.412, -1.847)
H (1.246, -1.157, -0.795)
H (3.430, -1.497, 0.506)
H (2.574, 0.028, 0.748)
H (3.973, -0.110, -0.317)
C (-2.759, -0.020, 0.449)
C (-1.346, 0.446, 0.376)
O (-1.046, 0.986, -0.812)
O (-0.518, 0.355, 1.245)
H (-2.971, -1.040, 0.153)
H (-3.219, 0.470, -0.389)
H (-3.194, 0.333, 1.374)